Record 1
The following is a DFT calculation (ωB97M-V with the def2-TZVPD basis set) of a molecular structure, C3H12NO4 in a non-equilibrium geometry.

```
20
Properties=species:S:1:pos:R:3:forces:R:3
C 0.637931 1.445721 0.679827 1.68 -0.98 -1.54
H 1.904331 0.005168 0.599521 1.22 -2.73 1.56
H 1.359956 -0.100073 -1.464519 -0.38 0.04 0.28
H -0.540525 -0.630760 0.984037 1.44 0.27 0.26
H 0.259065 2.380735 0.245324 -0.11 -0.11 0.91
H 2.355797 -1.769303 1.017896 0.08 -0.11 0.13
O -0.881473 0.542090 -1.855804 0.05 0.77 2.08
H -1.398447 0.875893 -0.812361 0.31 -0.82 -3.40
C 1.910131 0.822138 -1.188854 0.09 3.74 -1.10
O -1.609368 0.937905 0.392972 3.75 -1.09 2.51
O 1.501128 -1.372719 0.791281 0.28 1.58 -0.34
O -3.465960 -2.419192 1.383917 0.28 0.26 0.14
H 2.897078 0.829558 -1.620118 0.58 -0.44 0.25
C -0.429322 0.442685 0.759446 -6.99 0.45 -2.45
H -1.418172 0.291032 -2.615957 -0.30 0.09 0.21
H -3.173470 -3.217159 1.837941 -0.12 -0.02 -0.18
H 1.388487 1.717172 -1.609507 0.08 -1.04 -0.25
N 1.903005 1.022481 0.240152 -2.85 -1.63 0.16
H 0.307221 0.824950 1.787637 0.97 1.99 0.75
H -3.507392 -2.628324 0.447168 -0.06 -0.21 0.02
```
Positions in Å, forces in eV/Å.

The LUMO energy comes out at -0.3585 Ha. Its charge is +1. Its HOMO-LUMO gap is 4.4 eV. The HOMO energy is -14.2032 eV.

Record 2
The following is a DFT calculation (ωB97M-V with the def2-TZVPD basis set) of 3 unconnected molecules or ions with the total composition C3H12NO4 in a non-equilibrium geometry.

```
20
Properties=species:S:1:pos:R:3:forces:R:3
O -2.497684 0.778736 1.950410 -0.26 -0.79 -0.82
H 3.150806 0.710259 -1.091527 0.42 0.43 0.35
H -1.077812 -0.839436 1.481112 -0.29 0.06 0.35
H -0.638023 -2.406122 -1.385880 -0.41 0.93 -0.10
O -0.154131 -0.727664 1.731788 0.16 -0.03 0.34
C -0.124561 -0.480117 -0.963097 -0.84 0.83 0.26
C 2.221525 0.323133 -1.448227 -0.42 -3.28 -1.57
H 1.814612 0.841199 -2.289706 -0.24 1.14 -0.30
O -1.035845 0.232783 -1.296608 0.45 -0.51 -0.12
C 1.157772 0.057009 -0.372497 2.23 -1.30 -0.38
H 2.463845 -0.676993 -1.998008 -0.23 1.43 1.36
H 1.192035 1.349385 1.249443 0.88 0.74 -0.33
H -0.174932 1.468276 0.456366 1.29 -0.61 -0.64
H -1.993813 1.468629 2.377842 -0.50 0.02 0.81
N 0.882462 1.375416 0.274751 -3.45 -0.84 1.13
H 0.288589 -1.570280 1.571983 -0.36 -0.04 0.22
H 1.034434 2.152039 -0.366466 0.96 0.25 0.49
H 1.575131 -0.784527 0.310762 -0.67 2.32 -0.83
H -3.221847 0.415478 2.492214 0.68 0.77 0.03
O -0.062969 -1.791369 -0.898096 0.61 -1.52 -0.27
```
Positions in Å, forces in eV/Å.

The LUMO energy comes out at -0.1206 Ha. Its charge is +1. Its HOMO-LUMO gap is 11.8 eV. The HOMO energy is -15.1061 eV.

Record 3
The following is a DFT calculation (ωB97M-V with the def2-TZVPD basis set) of 3 unconnected molecules or ions with the total composition C3H12NO4 in a non-equilibrium geometry.

```
20
Properties=species:S:1:pos:R:3:forces:R:3
H -1.855638 -0.703217 1.119773 0.94 0.46 0.68
C 1.361513 -0.120534 1.038793 -0.97 1.09 -0.71
H 1.386902 0.943037 0.743091 0.07 -0.21 0.11
H 1.372600 -0.139016 2.152217 0.14 -0.51 -0.73
O 1.655221 0.922395 -1.858595 -0.09 -0.12 0.21
N -1.167498 -0.002857 0.731560 -1.45 -0.69 -0.23
H -1.726709 0.378567 -0.046249 0.60 0.76 -0.30
H -0.918822 0.739758 1.393905 -0.66 -0.16 -0.03
H 2.623740 -0.572789 -0.433520 -0.36 0.45 0.20
H -3.621309 1.431851 -1.262629 -0.29 0.51 -0.32
O 2.386200 -0.848573 0.463062 0.88 -0.57 0.65
O -2.721413 1.741313 -1.151024 0.82 -0.40 0.42
H 0.911586 0.888190 -2.468145 0.12 0.07 -0.18
H 0.938241 -2.742052 0.833883 0.22 -0.36 -0.33
O -0.825176 -2.426119 1.770318 -0.24 -0.38 -0.32
H 0.413095 -0.765809 -0.652361 -1.31 0.38 0.09
C 0.042416 -2.153331 0.981915 -1.00 1.50 0.77
H 2.301491 1.510997 -2.260811 0.01 0.04 -0.09
H -2.598042 2.642953 -1.480687 -0.49 -0.36 0.03
C 0.041603 -0.724764 0.385504 3.08 -1.51 0.07
```
Positions in Å, forces in eV/Å.

The LUMO energy comes out at -0.1206 Ha. Its charge is +1. Its HOMO-LUMO gap is 10.8 eV. The HOMO energy is -14.0572 eV.

Record 4
The following is a DFT calculation (ωB97M-V with the def2-TZVPD basis set) of 2 unconnected molecules or ions with the total composition C3H12NOS in a non-equilibrium geometry.

```
18
Properties=species:S:1:pos:R:3:forces:R:3
S 1.896420 -2.491697 0.971050 1.25 -0.15 -2.66
H 2.398306 -2.971037 -0.274618 -0.32 0.29 1.89
O -2.809361 -0.488050 -0.758315 -0.78 -0.87 -0.32
H 1.543493 0.608361 1.458807 0.08 0.00 0.28
H -1.404468 2.144899 0.585734 0.57 0.39 -0.20
C 1.418370 0.339878 0.417982 1.77 1.06 -2.18
H -0.614792 0.962181 1.402361 0.15 0.25 0.12
C 1.102947 -1.103306 0.108677 -3.99 0.39 2.02
H 0.036156 -1.266789 0.511633 0.99 0.29 -0.80
H 0.277582 1.037691 -1.321944 0.13 0.48 -0.22
H -3.645571 -0.874528 -0.438311 0.30 0.59 0.53
H 0.961816 -1.086478 -0.954331 0.46 -1.08 -0.66
H 2.363793 0.521359 -0.135257 0.10 0.08 0.91
N -0.814691 1.316571 0.466592 -0.62 0.34 0.21
H -2.759499 -1.020674 -1.568833 0.65 0.42 -0.08
H 1.038373 2.338023 -0.249457 -0.67 0.48 -0.11
C 0.513076 1.397949 -0.326773 -0.32 -2.59 1.95
H -1.501948 0.635641 0.105005 0.26 -0.36 -0.66
```
Positions in Å, forces in eV/Å.

The LUMO energy comes out at -0.1213 Ha. Its charge is +1. Its HOMO-LUMO gap is 9.0 eV. The HOMO energy is -12.3472 eV.

Record 5
The following is a DFT calculation (ωB97M-V with the def2-TZVPD basis set) of 2 unconnected molecules or ions with the total composition C3H12NOSi in a non-equilibrium geometry.

```
18
Properties=species:S:1:pos:R:3:forces:R:3
H 1.884069 -0.119762 -1.340329 0.41 0.73 -0.09
O -1.029922 1.957900 0.265503 -0.73 -1.24 -3.18
H -0.213518 -0.928221 -2.006729 -0.91 1.13 -0.12
H 3.304695 -0.524392 -0.453563 -2.43 1.09 -0.32
C 1.435969 -0.493990 0.604773 -2.53 0.71 0.16
H -0.643245 0.880481 -2.382303 -0.46 -0.75 -0.34
H 1.935702 -0.364325 1.564937 -0.38 0.01 -0.02
C -0.970413 -0.081914 -1.948434 0.88 -0.23 2.61
H -0.722708 2.279439 1.072963 0.59 0.69 2.11
H -1.179669 -0.496343 2.319002 0.13 0.77 -0.30
H -2.240040 -1.359154 1.437549 -1.39 -2.19 -0.49
Si -1.142038 0.353994 -0.072419 2.71 -0.03 2.47
H 1.214130 -1.535701 0.403415 0.40 -0.16 -0.04
H -2.761770 0.333074 1.845439 1.05 -1.16 -0.38
H -1.946272 -0.482311 -2.155455 -0.37 0.12 -1.05
N 2.327486 0.034906 -0.435123 3.08 -4.11 -0.39
H 2.677687 0.929157 -0.245344 -0.22 2.14 -0.08
C -1.930141 -0.382837 1.526117 0.15 2.47 -0.53
```
Positions in Å, forces in eV/Å.

The LUMO energy comes out at -0.1228 Ha. Its charge is +1. Its HOMO-LUMO gap is 9.0 eV. The HOMO energy is -12.3455 eV.